--- A ---
This record from the OMol25 dataset describes 13 unconnected molecules or ions with the total composition C52H143N13O13. The level of theory is ωB97M-V/def2-TZVPD.

Bonds (Å) are listed after each position.
Cartesian coordinates (Å):
1 C -0.84 2.99 -3.04  C2 1.502, H7 1.090, H8 1.090, H9 1.090
2 C -2.17 2.56 -3.59  C1 1.502, C3 1.576, N6 1.451, H10 1.090
3 C -2.37 0.99 -3.55  C2 1.576, O4 1.460, H11 1.090, H12 1.090
4 O -1.23 0.31 -4.15  C3 1.460, C5 1.443
5 C -1.55 -1.06 -4.49  O4 1.443, H13 1.090, H14 1.090, H15 1.090
6 N -3.11 3.17 -2.67  C2 1.451, H16 1.010, H17 1.010
7 H -0.67 4.04 -3.30  C1 1.090
8 H -0.06 2.45 -3.58  C1 1.090
9 H -0.74 2.94 -1.96  C1 1.090
10 H -2.32 2.90 -4.62  C2 1.090
11 H -3.17 0.81 -4.27  C3 1.090
12 H -2.74 0.59 -2.61  C3 1.090
13 H -0.68 -1.66 -4.78  C5 1.090
14 H -2.29 -1.08 -5.29  C5 1.090
15 H -2.08 -1.47 -3.63  C5 1.090
16 H -4.05 2.80 -2.78  N6 1.010
17 H -3.19 4.17 -2.72  N6 1.010
18 C 2.38 2.72 -1.31  C19 1.534, H24 1.090, H25 1.090, H26 1.090
19 C 2.28 3.48 0.02  C18 1.534, C20 1.563, N23 1.448, H27 1.090
20 C 1.31 4.70 0.13  C19 1.563, O21 1.446, H28 1.090, H29 1.090
21 O 1.15 5.05 1.52  C20 1.446, C22 1.413
22 C 0.09 5.97 1.68  O21 1.413, H30 1.090, H31 1.090, H32 1.090
23 N 1.99 2.49 1.04  C19 1.448, H33 1.010, H34 1.010
24 H 1.47 2.14 -1.45  C18 1.090
25 H 3.23 2.04 -1.25  C18 1.090
26 H 2.48 3.29 -2.23  C18 1.090
27 H 3.30 3.82 0.23  C19 1.090
28 H 0.33 4.37 -0.22  C20 1.090
29 H 1.69 5.48 -0.53  C20 1.090
30 H -0.04 5.96 2.77  C22 1.090
31 H -0.86 5.59 1.30  C22 1.090
32 H 0.21 7.00 1.33  C22 1.090
33 H 1.02 2.19 0.96  N23 1.010
34 H 1.89 2.97 1.93  N23 1.010
35 C -3.45 7.79 -1.02  C36 1.510, H41 1.090, H42 1.090, H43 1.090
36 C -2.15 7.33 -1.64  C35 1.510, C37 1.546, N40 1.461, H44 1.090
37 C -2.26 7.16 -3.18  C36 1.546, O38 1.457, H45 1.090, H46 1.090
38 O -2.91 5.93 -3.59  C37 1.457, C39 1.415
39 C -2.62 5.63 -4.95  O38 1.415, H47 1.090, H48 1.090, H49 1.090
40 N -1.12 8.31 -1.33  C36 1.461, H50 1.010, H51 1.010
41 H -4.20 7.05 -1.30  C35 1.090
42 H -3.85 8.72 -1.42  C35 1.090
43 H -3.51 7.74 0.06  C35 1.090
44 H -1.84 6.39 -1.18  C36 1.090
45 H -1.24 7.25 -3.56  C37 1.090
46 H -2.72 8.10 -3.50  C37 1.090
47 H -2.68 6.52 -5.57  C39 1.090
48 H -3.28 4.81 -5.24  C39 1.090
49 H -1.59 5.31 -5.07  C39 1.090
50 H -0.22 7.85 -1.41  N40 1.010
51 H -1.16 8.72 -0.40  N40 1.010
52 C 0.01 -5.38 2.26  C53 1.530, H58 1.090, H59 1.090, H60 1.090
53 C -0.39 -5.75 0.83  C52 1.530, C54 1.534, N57 1.429, H61 1.090
54 C 0.37 -6.99 0.36  C53 1.534, O55 1.443, H62 1.090, H63 1.090
55 O 0.23 -7.36 -1.03  C54 1.443, C56 1.435
56 C 1.05 -8.44 -1.50  O55 1.435, H64 1.090, H65 1.090, H66 1.090
57 N -1.80 -5.96 0.74  C53 1.429, H67 1.010, H68 1.010
58 H -0.29 -6.15 2.96  C52 1.090
59 H -0.54 -4.53 2.65  C52 1.090
60 H 1.08 -5.18 2.29  C52 1.090
61 H -0.14 -4.96 0.12  C53 1.090
62 H -0.01 -7.83 0.94  C54 1.090
63 H 1.44 -7.02 0.57  C54 1.090
64 H 1.01 -9.36 -0.92  C56 1.090
65 H 2.09 -8.10 -1.45  C56 1.090
66 H 0.75 -8.70 -2.51  C56 1.090
67 H -2.07 -5.99 -0.23  N57 1.010
68 H -1.96 -6.90 1.09  N57 1.010
69 C 3.05 -3.05 -4.86  C70 1.474, H75 1.090, H76 1.090, H77 1.090
70 C 3.81 -1.79 -4.95  C69 1.474, C71 1.610, N74 1.439, H78 1.090
71 C 2.92 -0.51 -4.54  C70 1.610, O72 1.506, H79 1.090, H80 1.090
72 O 3.71 0.71 -4.93  C71 1.506, C73 1.415
73 C 3.00 1.92 -4.82  O72 1.415, H81 1.090, H82 1.090, H83 1.090
74 N 4.97 -1.96 -4.12  C70 1.439, H84 1.010, H85 1.010
75 H 2.73 -3.31 -3.85  C69 1.090
76 H 3.51 -3.96 -5.25  C69 1.090
77 H 2.17 -2.89 -5.47  C69 1.090
78 H 4.14 -1.74 -5.98  C70 1.090
79 H 2.70 -0.46 -3.47  C71 1.090
80 H 1.93 -0.50 -5.00  C71 1.090
81 H 3.54 2.84 -5.05  C73 1.090
82 H 2.48 1.86 -3.86  C73 1.090
83 H 2.18 1.90 -5.54  C73 1.090
84 H 4.67 -1.96 -3.15  N74 1.010
85 H 5.47 -1.09 -4.22  N74 1.010
86 C -3.75 4.80 0.94  C87 1.535, H92 1.090, H93 1.090, H94 1.090
87 C -5.09 4.04 0.96  C86 1.535, C88 1.490, N91 1.414, H95 1.090
88 C -5.00 2.57 0.76  C87 1.490, O89 1.432, H96 1.090, H97 1.090
89 O -6.37 2.16 0.74  C88 1.432, C90 1.355
90 C -6.48 0.81 0.69  O89 1.355, H98 1.090, H99 1.090, H100 1.090
91 N -5.52 4.40 2.26  C87 1.414, H101 1.010, H102 1.010
92 H -3.80 5.86 1.18  C86 1.090
93 H -3.24 4.78 -0.02  C86 1.090
94 H -3.02 4.37 1.63  C86 1.090
95 H -5.80 4.55 0.32  C87 1.090
96 H -4.46 2.02 1.52  C88 1.090
97 H -4.57 2.34 -0.22  C88 1.090
98 H -6.04 0.38 -0.21  C90 1.090
99 H -7.55 0.66 0.64  C90 1.090
100 H -5.98 0.28 1.51  C90 1.090
101 H -6.45 4.05 2.43  N91 1.010
102 H -4.96 3.89 2.93  N91 1.010
103 C 3.56 -4.01 -0.26  C104 1.515, H109 1.090, H110 1.090, H111 1.090
104 C 4.63 -2.94 -0.25  C103 1.515, C105 1.516, N108 1.508, H112 1.090
105 C 6.08 -3.28 -0.53  C104 1.516, O106 1.412, H113 1.090, H114 1.090
106 O 6.56 -4.17 0.46  C105 1.412, C107 1.430
107 C 7.89 -4.59 0.19  O106 1.430, H115 1.090, H116 1.090, H117 1.090
108 N 4.13 -1.87 -1.19  C104 1.508, H118 1.010, H119 1.010
109 H 2.64 -3.60 0.16  C103 1.090
110 H 3.86 -4.86 0.36  C103 1.090
111 H 3.35 -4.43 -1.24  C103 1.090
112 H 4.64 -2.53 0.76  C104 1.090
113 H 6.76 -2.44 -0.66  C105 1.090
114 H 6.11 -3.78 -1.50  C105 1.090
115 H 8.60 -3.77 0.08  C107 1.090
116 H 7.94 -5.23 -0.69  C107 1.090
117 H 8.30 -5.21 1.00  C107 1.090
118 H 4.71 -1.12 -0.83  N108 1.010
119 H 3.25 -1.51 -0.86  N108 1.010
120 C -0.75 -5.22 -3.41  C121 1.502, H126 1.090, H127 1.090, H128 1.090
121 C -2.01 -5.22 -2.60  C120 1.502, C122 1.561, N125 1.445, H129 1.090
122 C -3.28 -4.75 -3.37  C121 1.561, O123 1.437, H130 1.090, H131 1.090
123 O -3.15 -3.45 -3.97  C122 1.437, C124 1.452
124 C -4.41 -2.99 -4.50  O123 1.452, H132 1.090, H133 1.090, H134 1.090
125 N -2.20 -6.56 -2.08  C121 1.445, H135 1.010, H136 1.010
126 H -0.84 -5.85 -4.29  C120 1.090
127 H 0.15 -5.62 -2.93  C120 1.090
128 H -0.57 -4.17 -3.66  C120 1.090
129 H -1.78 -4.54 -1.77  C121 1.090
130 H -4.18 -4.72 -2.77  C122 1.090
131 H -3.50 -5.38 -4.24  C122 1.090
132 H -4.14 -2.07 -5.02  C124 1.090
133 H -5.15 -2.86 -3.71  C124 1.090
134 H -4.87 -3.64 -5.25  C124 1.090
135 H -2.48 -7.13 -2.86  N125 1.010
136 H -1.29 -6.90 -1.81  N125 1.010
137 C -1.33 3.20 4.49  C138 1.543, H143 1.090, H144 1.090, H145 1.090
138 C -2.50 4.06 5.03  C137 1.543, C139 1.571, N142 1.439, H146 1.090
139 C -3.62 3.16 5.65  C138 1.571, O140 1.431, H147 1.090, H148 1.090
140 O -4.41 2.61 4.59  C139 1.431, C141 1.423
141 C -5.50 1.87 5.13  O140 1.423, H149 1.090, H150 1.090, H151 1.090
142 N -2.15 4.96 6.10  C138 1.439, H152 1.010, H153 1.010
143 H -0.84 2.59 5.24  C137 1.090
144 H -0.54 3.79 4.02  C137 1.090
145 H -1.76 2.56 3.72  C137 1.090
146 H -2.84 4.68 4.20  C138 1.090
147 H -4.31 3.63 6.36  C139 1.090
148 H -3.20 2.29 6.16  C139 1.090
149 H -6.18 1.58 4.32  C141 1.090
150 H -6.06 2.50 5.83  C141 1.090
151 H -5.20 1.00 5.72  C141 1.090
152 H -3.00 5.48 6.25  N142 1.010
153 H -2.09 4.43 6.95  N142 1.010
154 C 4.81 0.29 1.60  C155 1.559, H160 1.090, H161 1.090, H162 1.090
155 C 5.94 1.04 0.83  C154 1.559, C156 1.585, N159 1.425, H163 1.090
156 C 7.05 1.64 1.78  C155 1.585, O157 1.435, H164 1.090, H165 1.090
157 O 8.06 2.37 1.06  C156 1.435, C158 1.391
158 C 9.11 2.82 1.86  O157 1.391, H166 1.090, H167 1.090, H168 1.090
159 N 6.55 0.12 -0.07  C155 1.425, H169 1.010, H170 1.010
160 H 4.02 -0.16 1.00  C154 1.090
161 H 4.37 0.94 2.35  C154 1.090
162 H 5.21 -0.57 2.13  C154 1.090
163 H 5.50 1.74 0.11  C155 1.090
164 H 7.44 0.84 2.41  C156 1.090
165 H 6.57 2.27 2.53  C156 1.090
166 H 9.70 1.99 2.25  C158 1.090
167 H 8.80 3.48 2.67  C158 1.090
168 H 9.85 3.33 1.23  C158 1.090
169 H 6.80 -0.76 0.36  N159 1.010
170 H 7.41 0.59 -0.31  N159 1.010
171 C 1.37 -0.05 3.50  C172 1.467, H177 1.090, H178 1.090, H179 1.090
172 C 1.77 -1.45 3.33  C171 1.467, C173 1.511, N176 1.452, H180 1.090
173 C 1.70 -2.23 4.63  C172 1.511, O174 1.409, H181 1.090, H182 1.090
174 O 1.80 -3.63 4.50  C173 1.409, C175 1.393
175 C 3.09 -4.10 4.23  O174 1.393, H183 1.090, H184 1.090, H185 1.090
176 N 0.81 -2.03 2.41  C172 1.452, H186 1.010, H187 1.010
177 H 0.35 0.03 3.86  C171 1.090
178 H 1.46 0.46 2.54  C171 1.090
179 H 2.11 0.40 4.16  C171 1.090
180 H 2.77 -1.48 2.89  C172 1.090
181 H 0.82 -1.88 5.16  C173 1.090
182 H 2.49 -1.94 5.32  C173 1.090
183 H 2.94 -5.14 3.94  C175 1.090
184 H 3.75 -3.94 5.08  C175 1.090
185 H 3.47 -3.68 3.30  C175 1.090
186 H 0.71 -3.02 2.53  N176 1.010
187 H -0.11 -1.75 2.72  N176 1.010
188 C -0.09 -2.21 -0.92  C189 1.560, H194 1.090, H195 1.090, H196 1.090
189 C 0.28 -0.70 -0.76  C188 1.560, C190 1.545, N193 1.449, H197 1.090
190 C -0.79 0.09 0.03  C189 1.545, O191 1.431, H198 1.090, H199 1.090
191 O -0.42 1.45 0.25  C190 1.431, C192 1.403
192 C -1.49 2.17 0.79  O191 1.403, H200 1.090, H201 1.090, H202 1.090
193 N 1.60 -0.62 -0.15  C189 1.449, H203 1.010, H204 1.010
194 H 0.68 -2.66 -1.54  C188 1.090
195 H -1.01 -2.38 -1.48  C188 1.090
196 H -0.08 -2.71 0.05  C188 1.090
197 H 0.39 -0.21 -1.72  C189 1.090
198 H -0.79 -0.38 1.01  C190 1.090
199 H -1.73 0.05 -0.52  C190 1.090
200 H -2.08 1.79 1.62  C192 1.090
201 H -2.21 2.51 0.04  C192 1.090
202 H -1.00 3.06 1.18  C192 1.090
203 H 1.48 -1.07 0.75  N193 1.010
204 H 1.84 0.33 0.09  N193 1.010
205 C -3.72 -3.00 0.20  C206 1.564, H211 1.090, H212 1.090, H213 1.090
206 C -3.09 -2.91 1.63  C205 1.564, C207 1.536, N210 1.471, H214 1.090
207 C -3.42 -1.67 2.49  C206 1.536, O208 1.435, H215 1.090, H216 1.090
208 O -2.51 -1.46 3.58  C207 1.435, C209 1.400
209 C -2.84 -0.49 4.54  O208 1.400, H217 1.090, H218 1.090, H219 1.090
210 N -3.50 -4.14 2.32  C206 1.471, H220 1.010, H221 1.010
211 H -4.80 -2.90 0.30  C205 1.090
212 H -3.50 -3.92 -0.35  C205 1.090
213 H -3.49 -2.14 -0.42  C205 1.090
214 H -2.01 -2.93 1.58  C206 1.090
215 H -4.44 -1.71 2.87  C207 1.090
216 H -3.44 -0.79 1.85  C207 1.090
217 H -3.90 -0.57 4.80  C209 1.090
218 H -2.64 0.54 4.24  C209 1.090
219 H -2.24 -0.71 5.42  C209 1.090
220 H -3.03 -4.90 1.86  N210 1.010
221 H -3.09 -4.00 3.23  N210 1.010

## Properties
HOMO-LUMO gap in eV: 8.78
HOMO in eV: -8.21

--- B ---
This record from the OMol25 dataset describes 13 unconnected molecules or ions with the total composition C52H143N13O13. The level of theory is ωB97M-V/def2-TZVPD.

Bonds (Å) are listed after each position.
Cartesian coordinates (Å):
1 C 12.41 5.79 -0.33  C2 1.494, H7 1.090, H8 1.090, H9 1.090
2 C 13.02 4.79 0.60  C1 1.494, C3 1.507, N6 1.484, H10 1.090
3 C 13.53 5.38 1.88  C2 1.507, O4 1.440, H11 1.090, H12 1.090
4 O 14.10 4.26 2.59  C3 1.440, C5 1.443
5 C 14.70 4.50 3.88  O4 1.443, H13 1.090, H14 1.090, H15 1.090
6 N 12.01 3.72 0.82  C2 1.484, H16 1.010, H17 1.010
7 H 11.88 5.33 -1.16  C1 1.090
8 H 13.23 6.38 -0.75  C1 1.090
9 H 11.71 6.45 0.18  C1 1.090
10 H 13.84 4.27 0.11  C2 1.090
11 H 12.71 5.71 2.52  C3 1.090
12 H 14.17 6.25 1.75  C3 1.090
13 H 14.19 5.07 4.65  C5 1.090
14 H 15.67 5.00 3.82  C5 1.090
15 H 15.02 3.54 4.29  C5 1.090
16 H 12.42 3.09 1.49  N6 1.010
17 H 11.28 4.12 1.39  N6 1.010
18 C 15.64 -1.75 -3.41  C19 1.479, H24 1.090, H25 1.090, H26 1.090
19 C 16.73 -0.84 -2.96  C18 1.479, C20 1.536, N23 1.407, H27 1.090
20 C 16.98 -0.89 -1.45  C19 1.536, O21 1.410, H28 1.090, H29 1.090
21 O 15.86 -0.48 -0.69  C20 1.410, C22 1.377
22 C 15.75 0.89 -0.68  O21 1.377, H30 1.090, H31 1.090, H32 1.090
23 N 17.91 -1.10 -3.68  C19 1.407, H33 1.010, H34 1.010
24 H 15.37 -1.53 -4.44  C18 1.090
25 H 14.73 -1.62 -2.83  C18 1.090
26 H 16.00 -2.78 -3.34  C18 1.090
27 H 16.49 0.19 -3.24  C19 1.090
28 H 17.89 -0.45 -1.06  C20 1.090
29 H 17.12 -1.94 -1.18  C20 1.090
30 H 15.11 1.03 0.19  C22 1.090
31 H 15.33 1.25 -1.61  C22 1.090
32 H 16.68 1.42 -0.43  C22 1.090
33 H 18.24 -2.05 -3.60  N23 1.010
34 H 18.63 -0.53 -3.27  N23 1.010
35 C 19.92 8.61 -1.11  C36 1.559, H41 1.090, H42 1.090, H43 1.090
36 C 20.26 9.65 -0.01  C35 1.559, C37 1.584, N40 1.470, H44 1.090
37 C 20.46 11.09 -0.65  C36 1.584, O38 1.450, H45 1.090, H46 1.090
38 O 21.60 10.99 -1.53  C37 1.450, C39 1.424
39 C 21.72 12.23 -2.21  O38 1.424, H47 1.090, H48 1.090, H49 1.090
40 N 19.38 9.50 1.16  C36 1.470, H50 1.010, H51 1.010
41 H 19.08 8.85 -1.77  C35 1.090
42 H 19.69 7.64 -0.67  C35 1.090
43 H 20.80 8.66 -1.75  C35 1.090
44 H 21.19 9.33 0.47  C36 1.090
45 H 20.58 11.85 0.12  C37 1.090
46 H 19.54 11.43 -1.12  C37 1.090
47 H 20.82 12.84 -2.28  C39 1.090
48 H 21.94 12.06 -3.27  C39 1.090
49 H 22.39 13.01 -1.84  C39 1.090
50 H 18.40 9.58 0.95  N40 1.010
51 H 19.58 10.39 1.59  N40 1.010
52 C 24.67 5.82 10.20  C53 1.537, H58 1.090, H59 1.090, H60 1.090
53 C 24.45 4.75 11.28  C52 1.537, C54 1.591, N57 1.447, H61 1.090
54 C 24.09 3.39 10.53  C53 1.591, O55 1.400, H62 1.090, H63 1.090
55 O 23.01 3.46 9.64  C54 1.400, C56 1.432
56 C 21.74 3.15 10.22  O55 1.432, H64 1.090, H65 1.090, H66 1.090
57 N 25.65 4.63 12.09  C53 1.447, H67 1.010, H68 1.010
58 H 25.07 6.71 10.68  C52 1.090
59 H 23.72 5.97 9.69  C52 1.090
60 H 25.38 5.55 9.41  C52 1.090
61 H 23.61 5.11 11.86  C53 1.090
62 H 23.69 2.81 11.36  C54 1.090
63 H 24.91 2.84 10.07  C54 1.090
64 H 21.48 3.73 11.10  C56 1.090
65 H 21.67 2.08 10.42  C56 1.090
66 H 21.05 3.50 9.44  C56 1.090
67 H 26.48 4.55 11.52  N57 1.010
68 H 25.82 5.54 12.49  N57 1.010
69 C 21.62 -1.38 -0.87  C70 1.607, H75 1.090, H76 1.090, H77 1.090
70 C 21.05 -0.01 -1.48  C69 1.607, C71 1.565, N74 1.451, H78 1.090
71 C 22.09 1.15 -1.34  C70 1.565, O72 1.427, H79 1.090, H80 1.090
72 O 21.38 2.08 -0.52  C71 1.427, C73 1.388
73 C 22.10 3.12 0.06  O72 1.388, H81 1.090, H82 1.090, H83 1.090
74 N 20.53 -0.05 -2.84  C70 1.451, H84 1.010, H85 1.010
75 H 20.87 -2.16 -0.72  C69 1.090
76 H 22.05 -1.25 0.12  C69 1.090
77 H 22.33 -1.86 -1.55  C69 1.090
78 H 20.13 0.19 -0.93  C70 1.090
79 H 22.29 1.75 -2.23  C71 1.090
80 H 23.00 0.79 -0.87  C71 1.090
81 H 21.33 3.73 0.54  C73 1.090
82 H 22.59 3.64 -0.76  C73 1.090
83 H 22.75 2.60 0.77  C73 1.090
84 H 20.59 0.84 -3.33  N74 1.010
85 H 21.21 -0.64 -3.29  N74 1.010
86 C 22.71 3.47 3.99  C87 1.507, H92 1.090, H93 1.090, H94 1.090
87 C 21.47 2.86 4.60  C86 1.507, C88 1.537, N91 1.465, H95 1.090
88 C 20.54 2.17 3.60  C87 1.537, O89 1.411, H96 1.090, H97 1.090
89 O 19.91 3.09 2.74  C88 1.411, C90 1.440
90 C 18.76 2.70 1.96  O89 1.440, H98 1.090, H99 1.090, H100 1.090
91 N 21.87 1.94 5.68  C87 1.465, H101 1.010, H102 1.010
92 H 22.68 3.78 2.95  C86 1.090
93 H 23.53 2.76 3.97  C86 1.090
94 H 22.94 4.41 4.49  C86 1.090
95 H 20.90 3.67 5.05  C87 1.090
96 H 19.70 1.76 4.17  C88 1.090
97 H 21.04 1.43 2.98  C88 1.090
98 H 18.87 1.86 1.27  C90 1.090
99 H 18.50 3.53 1.30  C90 1.090
100 H 17.89 2.44 2.57  C90 1.090
101 H 22.13 1.09 5.21  N91 1.010
102 H 22.70 2.24 6.17  N91 1.010
103 C 19.97 -0.59 6.47  C104 1.497, H109 1.090, H110 1.090, H111 1.090
104 C 20.14 -1.85 5.68  C103 1.497, C105 1.562, N108 1.503, H112 1.090
105 C 20.29 -3.12 6.57  C104 1.562, O106 1.431, H113 1.090, H114 1.090
106 O 21.63 -3.35 7.00  C105 1.431, C107 1.372
107 C 21.76 -4.61 7.55  O106 1.372, H115 1.090, H116 1.090, H117 1.090
108 N 18.86 -2.01 4.92  C104 1.503, H118 1.010, H119 1.010
109 H 19.83 0.27 5.81  C103 1.090
110 H 20.65 -0.46 7.31  C103 1.090
111 H 18.97 -0.62 6.92  C103 1.090
112 H 20.90 -1.62 4.94  C104 1.090
113 H 19.90 -3.97 6.01  C105 1.090
114 H 19.60 -3.11 7.42  C105 1.090
115 H 21.01 -5.35 7.27  C107 1.090
116 H 22.01 -4.52 8.61  C107 1.090
117 H 22.72 -4.99 7.22  C107 1.090
118 H 19.00 -2.82 4.34  N108 1.010
119 H 18.65 -1.19 4.36  N108 1.010
120 C 30.46 3.66 -1.64  C121 1.531, H126 1.090, H127 1.090, H128 1.090
121 C 30.20 4.77 -0.62  C120 1.531, C122 1.523, N125 1.450, H129 1.090
122 C 29.12 4.47 0.40  C121 1.523, O123 1.493, H130 1.090, H131 1.090
123 O 27.78 4.16 -0.18  C122 1.493, C124 1.440
124 C 26.73 4.28 0.79  O123 1.440, H132 1.090, H133 1.090, H134 1.090
125 N 31.48 4.92 0.05  C121 1.450, H135 1.010, H136 1.010
126 H 30.62 2.70 -1.15  C120 1.090
127 H 31.30 3.88 -2.30  C120 1.090
128 H 29.65 3.58 -2.36  C120 1.090
129 H 30.08 5.70 -1.18  C121 1.090
130 H 28.95 5.44 0.87  C122 1.090
131 H 29.40 3.69 1.11  C122 1.090
132 H 25.78 4.06 0.31  C124 1.090
133 H 26.64 5.34 1.04  C124 1.090
134 H 26.74 3.64 1.67  C124 1.090
135 H 31.66 4.07 0.57  N125 1.010
136 H 32.16 5.11 -0.67  N125 1.010
137 C 26.32 1.72 5.73  C138 1.577, H143 1.090, H144 1.090, H145 1.090
138 C 25.95 2.94 6.67  C137 1.577, C139 1.568, N142 1.449, H146 1.090
139 C 25.89 4.22 5.77  C138 1.568, O140 1.404, H147 1.090, H148 1.090
140 O 27.21 4.47 5.35  C139 1.404, C141 1.483
141 C 27.33 5.76 4.64  O140 1.483, H149 1.090, H150 1.090, H151 1.090
142 N 24.62 2.61 7.13  C138 1.449, H152 1.010, H153 1.010
143 H 25.74 1.55 4.82  C137 1.090
144 H 26.20 0.76 6.24  C137 1.090
145 H 27.36 1.68 5.40  C137 1.090
146 H 26.65 3.04 7.50  C138 1.090
147 H 25.46 5.09 6.26  C139 1.090
148 H 25.22 3.99 4.94  C139 1.090
149 H 26.64 5.78 3.80  C141 1.090
150 H 28.34 5.83 4.26  C141 1.090
151 H 26.99 6.64 5.19  C141 1.090
152 H 24.69 1.62 7.29  N142 1.010
153 H 24.22 2.91 8.01  N142 1.010
154 C 17.33 5.97 -1.32  C155 1.561, H160 1.090, H161 1.090, H162 1.090
155 C 17.28 6.77 -2.66  C154 1.561, C156 1.586, N159 1.499, H163 1.090
156 C 16.39 6.19 -3.84  C155 1.586, O157 1.493, H164 1.090, H165 1.090
157 O 16.93 4.94 -4.46  C156 1.493, C158 1.453
158 C 15.95 4.04 -5.04  O157 1.453, H166 1.090, H167 1.090, H168 1.090
159 N 16.74 8.10 -2.23  C155 1.499, H169 1.010, H170 1.010
160 H 16.30 5.70 -1.05  C154 1.090
161 H 17.77 6.60 -0.54  C154 1.090
162 H 17.92 5.08 -1.50  C154 1.090
163 H 18.34 6.87 -2.92  C155 1.090
164 H 16.43 6.86 -4.69  C156 1.090
165 H 15.37 6.13 -3.47  C156 1.090
166 H 15.42 4.51 -5.87  C158 1.090
167 H 15.18 3.71 -4.34  C158 1.090
168 H 16.38 3.11 -5.42  C158 1.090
169 H 16.85 8.78 -2.96  N159 1.010
170 H 17.18 8.53 -1.43  N159 1.010
171 C 22.93 -0.38 9.13  C172 1.570, H177 1.090, H178 1.090, H179 1.090
172 C 24.41 -0.88 9.29  C171 1.570, C173 1.525, N176 1.438, H180 1.090
173 C 24.50 -2.13 10.15  C172 1.525, O174 1.429, H181 1.090, H182 1.090
174 O 25.85 -2.42 10.53  C173 1.429, C175 1.456
175 C 26.13 -3.46 11.51  O174 1.456, H183 1.090, H184 1.090, H185 1.090
176 N 24.86 -1.20 7.96  C172 1.438, H186 1.010, H187 1.010
177 H 22.31 -0.30 10.01  C171 1.090
178 H 22.33 -1.16 8.66  C171 1.090
179 H 22.88 0.57 8.59  C171 1.090
180 H 25.03 -0.07 9.66  C172 1.090
181 H 23.96 -2.93 9.64  C173 1.090
182 H 24.01 -1.80 11.07  C173 1.090
183 H 27.20 -3.61 11.57  C175 1.090
184 H 25.72 -4.45 11.28  C175 1.090
185 H 25.69 -3.09 12.43  C175 1.090
186 H 24.31 -2.03 7.79  N176 1.010
187 H 25.85 -1.29 7.76  N176 1.010
188 C 28.56 -0.63 3.71  C189 1.568, H194 1.090, H195 1.090, H196 1.090
189 C 28.65 -0.71 2.15  C188 1.568, C190 1.560, N193 1.474, H197 1.090
190 C 27.68 0.38 1.59  C189 1.560, O191 1.482, H198 1.090, H199 1.090
191 O 26.37 -0.29 1.34  C190 1.482, C192 1.364
192 C 25.29 0.50 1.09  O191 1.364, H200 1.090, H201 1.090, H202 1.090
193 N 30.06 -0.59 1.75  C189 1.474, H203 1.010, H204 1.010
194 H 29.10 0.28 3.99  C188 1.090
195 H 29.08 -1.52 4.06  C188 1.090
196 H 27.56 -0.69 4.14  C188 1.090
197 H 28.34 -1.72 1.90  C189 1.090
198 H 28.14 0.81 0.70  C190 1.090
199 H 27.57 1.11 2.39  C190 1.090
200 H 24.65 -0.08 0.43  C192 1.090
201 H 25.38 1.54 0.75  C192 1.090
202 H 24.66 0.55 1.97  C192 1.090
203 H 30.01 -0.46 0.75  N193 1.010
204 H 30.63 0.13 2.15  N193 1.010
205 C 20.76 7.21 3.26  C206 1.540, H211 1.090, H212 1.090, H213 1.090
206 C 19.38 7.38 3.92  C205 1.540, C207 1.566, N210 1.448, H214 1.090
207 C 19.29 8.77 4.64  C206 1.566, O208 1.414, H215 1.090, H216 1.090
208 O 20.42 9.05 5.43  C207 1.414, C209 1.449
209 C 20.27 8.34 6.68  O208 1.449, H217 1.090, H218 1.090, H219 1.090
210 N 18.43 7.32 2.84  C206 1.448, H220 1.010, H221 1.010
211 H 20.83 6.43 2.49  C205 1.090
212 H 21.57 6.97 3.95  C205 1.090
213 H 21.13 8.14 2.84  C205 1.090
214 H 19.36 6.57 4.65  C206 1.090
215 H 18.37 9.06 5.14  C207 1.090
216 H 19.26 9.62 3.95  C207 1.090
217 H 21.05 8.65 7.38  C209 1.090
218 H 20.36 7.27 6.52  C209 1.090
219 H 19.29 8.50 7.14  C209 1.090
220 H 18.72 6.56 2.23  N210 1.010
221 H 18.72 8.07 2.23  N210 1.010

## Properties
HOMO-LUMO gap in eV: 8.80
HOMO in eV: -8.32

It is B that is the least stable of them.